# 1
{"formula": "C3H7N", "method": "wB97M-V/def2-TZVPD", "orbital_gap_ha": 0.1241, "lumo_ev": -2.94, "de_lowest_kcal_mol": 190.0, "species": ["N", "C", "C", "C", "H", "H", "H", "H", "H", "H", "H"], "coordinates": [[-3.094, 0.207, -0.313], [0.180, -0.310, 0.655], [2.115, 0.546, -0.363], [1.494, -0.499, 0.407], [-3.267, -0.677, 0.094], [-3.463, 0.921, -0.891], [-0.653, -1.050, 0.710], [-0.171, 0.571, 0.075], [2.849, 0.091, -1.125], [1.957, 1.578, -0.018], [2.053, -1.379, 0.769]], "atomic_forces_ev_per_a": [[3.65, 0.94, 1.17], [-2.64, 0.54, -2.14], [0.86, -3.08, 0.69], [1.77, 0.76, 0.11], [-1.58, -0.49, -0.55], [-1.48, -0.55, -0.50], [1.09, 0.48, 0.85], [-0.49, -0.11, 1.17], [-0.70, 1.75, 1.35], [-0.17, -0.37, -1.21], [-0.33, 0.14, -0.93]]}


# 2
{"formula": "C3H7N", "method": "wB97M-V/def2-TZVPD", "orbital_gap_ha": 0.3737, "smiles": "C1CNC1", "lumo_ev": 1.23, "de_lowest_kcal_mol": 29.8, "species": ["C", "C", "N", "C", "H", "H", "H", "H", "H", "H", "H"], "coordinates": [[0.599, 0.888, -0.047], [-0.862, 0.539, 0.061], [-0.619, -0.857, -0.184], [0.842, -0.629, 0.088], [1.045, 1.601, 0.731], [0.846, 1.150, -1.103], [-1.428, 0.939, -0.748], [-1.299, 0.895, 1.060], [-1.210, -1.437, 0.450], [1.361, -0.933, 0.961], [1.542, -1.006, -0.674]], "atomic_forces_ev_per_a": [[1.30, 0.57, -0.03], [-1.16, 2.03, 0.94], [0.06, -1.35, 1.50], [0.69, 0.04, -1.27], [-0.56, -1.06, -1.32], [0.01, 0.39, 0.99], [-0.92, 0.72, -0.31], [0.36, -0.90, -1.17], [1.28, 0.14, -0.66], [-0.42, -0.43, 1.63], [-0.64, -0.15, -0.28]]}


# 3
{"formula": "C3H7N", "method": "wB97M-V/def2-TZVPD", "orbital_gap_ha": 0.3451, "smiles": "C=C(C)N", "lumo_ev": 1.15, "de_lowest_kcal_mol": 0.0, "species": ["C", "C", "C", "N", "H", "H", "H", "H", "H", "H", "H"], "coordinates": [[-1.223, -0.409, -0.617], [-0.096, 0.000, -0.036], [1.245, -0.487, -0.505], [-0.067, 0.740, 1.142], [-2.189, -0.123, -0.210], [-1.274, -1.062, -1.473], [1.155, -1.068, -1.416], [1.678, -1.111, 0.277], [1.970, 0.290, -0.697], [0.609, 1.483, 1.204], [-0.968, 1.015, 1.506]], "atomic_forces_ev_per_a": [[-0.64, 0.18, 0.24], [0.20, -0.38, -0.36], [-0.03, -0.18, 0.15], [-0.20, 0.03, 0.34], [0.09, 0.11, -0.02], [0.36, -0.08, -0.02], [-0.09, -0.10, -0.06], [0.01, -0.11, 0.00], [0.11, 0.54, -0.01], [0.13, -0.04, -0.09], [0.08, 0.04, -0.16]]}


# 4
{"formula": "C3H7N", "method": "wB97M-V/def2-TZVPD", "orbital_gap_ha": [0.2856, 0.2861], "lumo_ev": [0.08, 0.05], "de_lowest_kcal_mol": 135.3, "species": ["C", "C", "C", "N", "H", "H", "H", "H", "H", "H", "H"], "coordinates": [[0.135, -0.727, 0.068], [1.017, 0.515, -0.095], [-1.145, -0.020, 0.498], [-2.253, -0.014, -0.028], [-2.981, 0.582, 0.354], [1.719, -0.530, -0.947], [0.509, -1.334, 0.891], [-0.013, -1.341, -0.831], [1.939, 0.626, 0.468], [0.916, 1.082, -1.016], [0.158, 1.160, 0.639]], "atomic_forces_ev_per_a": [[-0.32, -0.06, 0.14], [0.35, -0.81, -0.70], [0.33, 0.28, -0.23], [-0.25, -0.22, 0.09], [0.17, 0.10, -0.03], [-0.10, 0.56, 0.34], [0.02, -0.04, -0.10], [0.02, -0.01, 0.18], [-0.12, 0.11, 0.02], [0.00, 0.13, 0.13], [-0.11, -0.05, 0.17]]}


# 5
{"formula": "C3H7N", "method": "wB97M-V/def2-TZVPD", "orbital_gap_ha": 0.3407, "smiles": "C=C.C=N", "lumo_ev": 0.76, "de_lowest_kcal_mol": 101.3, "species": ["C", "C", "H", "H", "H", "H", "C", "N", "H", "H", "H"], "coordinates": [[3.809, 0.580, -0.221], [3.558, -0.684, 0.240], [3.776, 1.471, 0.409], [4.145, 0.651, -1.252], [3.945, -0.999, 1.206], [2.735, -1.220, -0.221], [-4.197, -0.051, 0.264], [-3.135, 0.133, -0.370], [-4.090, -0.574, 1.234], [-5.163, 0.195, -0.205], [-2.275, 0.627, -0.291]], "atomic_forces_ev_per_a": [[0.21, -1.21, 0.31], [-0.23, 1.77, 0.42], [1.55, -0.35, 0.16], [-1.61, 0.67, -0.51], [-1.19, 0.34, 0.59], [1.27, -1.22, -0.96], [1.66, -1.03, 0.32], [-1.41, 2.29, -1.48], [-1.04, 0.58, 0.28], [-0.04, -0.65, 0.25], [0.83, -1.19, 0.64]]}


# 6
{"formula": "C3H7N", "method": "wB97M-V/def2-TZVPD", "orbital_gap_ha": 0.4095, "lumo_ev": 1.03, "de_lowest_kcal_mol": 64.1, "species": ["C", "C", "C", "N", "H", "H", "H", "H", "H", "H", "H"], "coordinates": [[-2.021, -0.675, 0.169], [0.106, 1.647, -0.338], [0.818, 0.568, -0.431], [-1.772, -1.044, -0.897], [-2.164, -0.434, 1.146], [1.820, -2.255, 0.551], [1.825, -2.157, 1.333], [-0.463, 2.202, -1.115], [-0.061, 2.074, 0.591], [0.854, 0.016, -1.424], [1.058, 0.057, 0.415]], "atomic_forces_ev_per_a": [[0.75, -1.41, -3.41], [-1.27, 1.77, -1.42], [-0.83, -0.97, -4.13], [-0.60, 0.45, 1.26], [-0.43, 0.71, 2.11], [0.01, 0.16, 1.48], [0.01, -0.22, -1.46], [0.90, -0.76, 0.09], [-0.18, 0.78, 1.91], [0.34, 0.74, 1.42], [1.31, -1.26, 2.14]]}


# 7
{"formula": "C3H7N2", "method": "wB97M-V/def2-TZVPD", "orbital_gap_ha": 0.3813, "smiles": "CC(C)=[N+]=N", "total_charge": 1, "lumo_ev": -5.76, "de_lowest_kcal_mol": 63.9, "species": ["C", "C", "C", "N", "N", "H", "H", "H", "H", "H", "H", "H"], "coordinates": [[-1.005, 0.217, -0.988], [0.002, 0.281, 0.183], [1.159, -0.639, 0.449], [-0.190, 1.111, 1.027], [-0.245, 1.975, 1.829], [-1.892, 0.349, -0.555], [-0.897, -0.668, -1.500], [-0.883, 1.013, -1.774], [1.866, -0.564, -0.387], [1.641, -0.602, 1.433], [0.801, -1.599, 0.416], [-0.943, 1.890, 2.527]], "atomic_forces_ev_per_a": [[4.00, 2.21, -0.93], [0.68, -2.37, -3.10], [0.88, 0.87, -0.32], [-0.98, 2.54, 3.16], [1.15, 1.45, -1.48], [-3.86, 0.21, 1.37], [0.10, -2.23, -0.82], [0.27, -0.43, 1.06], [0.00, 0.24, 0.32], [-0.11, 0.82, -0.35], [-1.08, -2.58, -0.36], [-1.05, -0.75, 1.45]]}


# 8
{"formula": "C3H7N2", "method": "wB97M-V/def2-TZVPD", "orbital_gap_ha": 0.3810, "total_charge": 1, "lumo_ev": -4.09, "de_lowest_kcal_mol": 44.6, "species": ["C", "C", "C", "N", "N", "H", "H", "H", "H", "H", "H", "H"], "coordinates": [[0.017, 0.511, -0.997], [0.792, -0.422, -1.647], [1.365, 0.276, -0.628], [2.384, 0.649, 0.102], [-1.674, -0.408, 0.725], [-0.831, 1.145, -1.037], [0.879, -1.242, -2.332], [-1.760, -0.809, -0.189], [3.347, 0.502, -0.134], [2.322, 1.283, 0.887], [-2.103, -1.160, 1.279], [-2.274, 0.404, 0.829]], "atomic_forces_ev_per_a": [[2.86, -1.42, -0.77], [-1.02, 0.37, 0.70], [-0.54, 1.38, 0.46], [0.09, 0.28, 0.34], [-0.09, -0.82, 0.70], [-0.54, 0.21, 0.25], [-0.01, 0.06, -0.40], [-0.45, 0.21, -0.69], [0.15, -0.84, -0.41], [-0.71, 0.11, -0.23], [0.40, 0.57, 0.28], [-0.15, -0.12, -0.23]]}


# 9
{"formula": "C3H7N2", "method": "wB97M-V/def2-TZVPD", "orbital_gap_ha": [0.2008, 0.2009], "total_charge": 1, "lumo_ev": [-7.78, -7.78], "de_lowest_kcal_mol": 140.6, "species": ["C", "C", "C", "N", "N", "H", "H", "H", "H", "H", "H", "H"], "coordinates": [[-0.381, -1.365, -1.143], [0.887, -0.231, -0.397], [2.130, 0.207, 0.516], [0.821, -1.192, -1.240], [-2.660, 0.346, 0.180], [0.053, 0.406, -0.286], [2.503, 1.001, -0.075], [2.848, -0.634, 0.456], [1.954, 0.439, 1.529], [-3.155, 1.098, 0.768], [-1.889, -0.279, 0.474], [-3.111, 0.203, -0.780]], "atomic_forces_ev_per_a": [[-1.72, -1.53, -1.17], [3.61, 4.28, 4.93], [-1.07, -3.92, -3.03], [0.82, -2.41, -1.67], [-1.01, 1.07, -1.30], [-1.21, 1.18, 0.33], [0.65, 1.38, -0.45], [-0.17, 0.54, 0.04], [-0.91, 0.62, 0.92], [1.66, -2.15, -1.08], [-1.83, 0.90, 0.10], [1.18, 0.05, 2.37]]}


# 10
{"formula": "C3H7N2O", "method": "wB97M-V/def2-TZVPD", "orbital_gap_ha": 0.3672, "smiles": "[H]/N=C\\C/[NH+]=C/O", "total_charge": 1, "lumo_ev": -4.43, "de_lowest_kcal_mol": 56.8, "species": ["H", "N", "C", "C", "N", "C", "O", "H", "H", "H", "H", "H", "H"], "coordinates": [[-1.467, -1.559, 0.973], [-2.094, -1.193, 0.273], [-1.816, -0.027, -0.103], [-0.718, 0.882, 0.137], [0.443, -0.031, 0.315], [1.586, 0.027, -0.278], [2.511, -0.779, 0.051], [-2.353, 0.466, -0.954], [-0.452, 1.503, -0.758], [-0.868, 1.466, 1.074], [0.309, -0.715, 1.058], [1.663, 0.646, -1.152], [3.255, -0.685, -0.635]], "atomic_forces_ev_per_a": [[0.21, -0.33, 0.53], [-0.21, 0.58, -0.19], [-2.50, 0.26, -2.92], [2.90, 0.31, 0.73], [0.63, 0.67, 1.15], [-2.14, -0.01, -0.22], [2.63, -0.31, -1.41], [-0.83, -1.03, 0.80], [-0.68, -0.26, 1.00], [0.30, -0.04, -0.78], [0.45, 0.04, -0.09], [0.28, 0.64, -0.17], [-1.03, -0.52, 1.58]]}


What did the fifth record say?
{"formula": "C3H7N", "method": "wB97M-V/def2-TZVPD", "orbital_gap_ha": 0.3407, "smiles": "C=C.C=N", "lumo_ev": 0.76, "de_lowest_kcal_mol": 101.3, "species": ["C", "C", "H", "H", "H", "H", "C", "N", "H", "H", "H"], "coordinates": [[3.809, 0.580, -0.221], [3.558, -0.684, 0.240], [3.776, 1.471, 0.409], [4.145, 0.651, -1.252], [3.945, -0.999, 1.206], [2.735, -1.220, -0.221], [-4.197, -0.051, 0.264], [-3.135, 0.133, -0.370], [-4.090, -0.574, 1.234], [-5.163, 0.195, -0.205], [-2.275, 0.627, -0.291]], "atomic_forces_ev_per_a": [[0.21, -1.21, 0.31], [-0.23, 1.77, 0.42], [1.55, -0.35, 0.16], [-1.61, 0.67, -0.51], [-1.19, 0.34, 0.59], [1.27, -1.22, -0.96], [1.66, -1.03, 0.32], [-1.41, 2.29, -1.48], [-1.04, 0.58, 0.28], [-0.04, -0.65, 0.25], [0.83, -1.19, 0.64]]}